1.
Formula: C3H4N4O
Source: the OMol25 dataset
Level of theory: ωB97M-V/def2-TZVPD

XYZ file:
```
12
Properties=species:S:1:pos:R:3:nbo_charge:R:1
C 0.218 0.451 0.594 0.333
C -0.478 1.621 0.065 0.063
C -0.865 -0.075 -1.271 0.731
H -0.025 -2.421 0.290 0.362
H 1.495 -1.772 -0.009 0.378
H 1.045 1.107 2.061 0.343
H -0.408 2.593 0.551 0.211
N 0.540 -1.789 -0.349 -0.612
N -0.041 -0.556 -0.329 -0.309
N 0.913 0.220 1.616 -0.607
N -1.064 1.344 -1.046 -0.374
O -1.331 -0.724 -2.174 -0.519
```

The electronic energy is -11182.344 eV. Its HOMO-LUMO gap is 8.93 eV. The value obtained for the largest force on an atom is 2.76 eV Å⁻¹. The value obtained for the highest occupied orbital energy is -9.93 eV. Its energy above the lowest of the compared OMol25 structures with the same formula, charge and spin is 156.8 kJ/mol. The lowest unoccupied orbital energy is -0.037 Ha. As for the SMILES: [H]/N=C1\C=NC(=O)N1N.



2.
Formula: C3H4NO2S
Source: the OMol25 dataset
Level of theory: ωB97M-V/def2-TZVPD

XYZ file:
```
11
Properties=species:S:1:pos:R:3:nbo_charge:R:1
C -2.053 0.258 -0.199 0.325
C -0.696 0.078 -0.565 -0.560
C 0.145 -0.388 0.714 -0.619
N -3.128 0.315 0.227 -0.413
O 2.485 -0.916 -0.499 -1.063
O 1.971 1.500 -0.158 -1.065
S 2.048 0.104 0.456 1.463
H -0.513 -0.722 -1.218 0.249
H -0.325 0.954 -0.979 0.266
H 0.217 -1.459 0.730 0.214
H -0.151 0.275 1.490 0.204
```

The electronic energy is -19596.582 eV. Its HOMO-LUMO gap is 7.47 eV. The value obtained for the largest force on an atom is 3.62 eV Å⁻¹. The value obtained for the highest occupied orbital energy is -3.44 eV. Its energy above the lowest of the compared OMol25 structures with the same formula, charge and spin is 67.9 kJ/mol. The lowest unoccupied orbital energy is 0.148 Ha. Its total charge is -1.